1.
The following is a quantum chemistry calculation of a molecular structure, C20H34B2BrCl5F3I2MgN2O9PS2 in a non-equilibrium geometry, from OMol25.

ORCA input file:
```
! RIJCOSX wB97M-V def2-TZVPD def2/J DEFGRID3
* xyz 0 1
C 1.61 7.46 -0.23
C 0.69 7.21 -1.30
C -0.75 6.79 -2.04
P -1.02 8.16 -3.33
N 0.20 9.49 -3.09
O -2.62 8.92 -3.12
O -0.33 5.49 -2.67
B -0.34 4.40 -1.64
S 1.35 3.79 -1.00
B -0.86 3.01 -2.44
O -0.40 2.88 -3.85
O -1.70 1.97 -1.82
C -0.87 1.07 -0.97
O -1.29 4.99 -0.64
C -1.97 6.25 -1.09
C -3.32 5.58 -1.81
I -3.75 5.65 -3.97
C -4.34 4.83 -0.98
C -5.69 4.20 -1.74
I -4.22 4.50 1.18
S -2.34 7.60 0.14
O -1.74 9.00 -0.21
O -3.90 7.82 0.14
C -1.87 7.26 1.91
F -0.84 8.29 2.31
F -3.06 7.44 2.78
F -1.26 5.94 2.19
H 2.41 7.55 0.65
H 1.13 9.06 -3.34
H 0.18 9.84 -2.11
H -2.93 9.19 -4.06
H 1.16 3.70 0.41
H -0.81 3.59 -4.43
H 0.03 0.58 -1.56
H -0.38 1.65 -0.05
H -1.54 0.21 -0.49
H -6.40 5.07 -2.15
H -5.37 3.44 -2.58
H -6.35 3.60 -0.96
C 2.09 -2.62 3.19
C 0.64 -2.92 2.71
C 0.22 -4.38 3.05
C 0.78 -5.44 2.11
C 0.47 -5.08 0.66
C 0.99 -3.67 0.28
N 0.53 -2.60 1.24
O -0.82 -2.34 0.96
C 2.54 -3.73 0.22
C 0.58 -3.37 -1.19
C -0.24 -2.00 3.62
H 2.82 -2.55 2.39
H 2.15 -1.64 3.69
H 2.44 -3.37 3.90
H -0.87 -4.46 3.03
H 0.52 -4.63 4.08
H 1.85 -5.56 2.27
H 0.32 -6.41 2.35
H 0.91 -5.84 0.00
H -0.62 -5.14 0.50
H 2.97 -2.73 0.02
H 2.88 -4.38 -0.59
H 3.01 -4.13 1.12
H -0.50 -3.42 -1.35
H 1.03 -4.09 -1.88
H 0.92 -2.37 -1.50
H -0.07 -0.93 3.40
H 0.00 -2.16 4.68
H -1.31 -2.20 3.51
C 1.21 -9.32 1.77
Cl -0.24 -8.56 1.12
Cl 2.54 -8.16 1.90
H 0.99 -9.72 2.76
H 1.52 -10.14 1.11
C 2.73 -9.75 -2.28
Cl 2.15 -11.36 -1.83
Cl 1.47 -8.53 -1.98
Cl 4.21 -9.34 -1.40
H 2.95 -9.75 -3.35
Mg 4.50 -2.53 2.28
Br -2.40 -8.92 -0.15
O 7.37 -3.54 0.61
H 8.24 -3.68 0.95
*
```

E_HOMO (eV): -6.83
Maximum force (eV Å⁻¹): 10.11
Energy (eV): -237439.5542

2.
The following is a quantum chemistry calculation of a molecular structure, C20H34BBr2CaCsF3N4O18S2 in a non-equilibrium geometry, from OMol25.

ORCA input file:
```
! RIJCOSX wB97M-V def2-TZVPD def2/J DEFGRID3
* xyz 1 1
C -1.20 3.50 2.64
S -2.04 2.03 1.93
O -3.10 1.51 2.82
O -2.54 2.44 0.59
C -0.74 0.79 1.57
O 0.00 0.19 2.68
S 1.19 -0.71 1.78
O 2.31 0.06 1.18
O 1.81 -1.97 2.40
O 0.05 -1.24 0.65
C -1.20 -0.47 0.76
N -1.48 -0.10 -0.66
H -0.27 3.63 2.07
H -1.89 4.35 2.55
H -1.06 3.30 3.71
H 0.01 1.33 0.96
H -2.01 -1.12 1.21
H -2.48 -0.24 -0.84
H -0.88 -0.71 -1.23
C -3.59 4.89 -3.66
C -3.04 4.10 -4.85
C -2.43 2.74 -4.46
O -1.14 2.83 -3.86
C -1.15 3.11 -2.47
N -2.07 4.94 -5.56
H -2.81 5.34 -3.06
H -4.23 5.70 -4.02
H -4.20 4.25 -3.02
H -3.87 3.90 -5.52
H -2.29 2.16 -5.37
H -3.11 2.16 -3.83
H -2.01 2.65 -1.96
H -1.16 4.19 -2.30
H -0.23 2.71 -2.03
H -1.77 4.46 -6.40
H -1.23 4.98 -4.99
B 0.39 -6.40 3.49
O 0.64 -6.60 2.04
C 0.09 -5.60 1.40
O 0.15 -5.44 0.19
C -0.56 -4.67 2.38
O -1.11 -3.65 2.10
O -0.38 -5.13 3.60
O -0.35 -7.52 4.07
C 0.41 -8.05 5.05
O 0.09 -8.98 5.72
C 1.67 -7.27 5.15
O 2.57 -7.46 5.91
O 1.66 -6.30 4.23
N 3.23 2.12 -1.59
C 3.19 1.95 -2.94
C 3.35 3.20 -3.54
C 3.50 4.14 -2.50
C 3.42 3.46 -1.30
H 3.14 1.39 -0.90
H 3.05 0.97 -3.37
H 3.36 3.38 -4.60
H 3.64 5.20 -2.61
H 3.49 3.80 -0.29
N 2.30 -5.70 -1.35
H 2.75 -6.60 -1.51
H 1.50 -5.82 -0.68
H 2.97 -5.04 -0.96
H 1.94 -5.34 -2.24
Br -8.38 3.95 -4.45
C -7.00 2.99 -5.44
C -6.78 1.62 -4.86
Br -5.74 1.72 -3.20
H -6.11 3.61 -5.43
H -7.38 2.91 -6.46
H -6.18 1.00 -5.53
H -7.70 1.10 -4.62
F -10.66 5.01 -4.45
Cs -2.14 -1.95 -2.07
Ca 2.08 -1.42 4.45
C 6.97 -2.09 6.35
C 7.73 -2.23 7.63
O 6.74 -1.96 8.62
C 5.56 -2.34 8.08
O 4.56 -2.50 8.69
O 5.65 -2.52 6.73
F 8.71 -1.30 7.73
H 6.93 -1.05 6.00
H 7.36 -2.71 5.55
H 8.15 -3.23 7.80
F 3.32 1.67 -5.51
*
```

E_HOMO (eV): -8.34
Maximum force (eV Å⁻¹): 8.18
Energy (eV): -253659.4798